No. 1
# C19H52F3HgN2O19S2Zn

A molecular structure, C19H52F3HgN2O19S2Zn in a non-equilibrium geometry (ωB97M-V/def2-TZVPD, the Open Molecules 2025 dataset).

Results
- orbital gap (hartree) = 0.2948
- electronic energy (eV) = -144835.656
- energy above the lowest of the compared OMol25 structures with the same formula, charge and spin (eV) = 3.188
- LUMO (eV) = -3.282

ORCA input file:
```
! wB97M-V def2-TZVPD RIJCOSX def2/J DEFGRID3
* xyz 1 1
Hg 2.887 0.788 0.691
Zn -0.883 -2.573 0.825
S -0.311 -0.316 -0.405
O -1.169 0.373 -1.367
O -0.979 -0.650 0.870
O 0.031 -1.708 -0.726
O 0.912 0.475 -0.207
C 1.976 -2.065 4.452
F 3.311 -1.986 4.882
F 1.331 -3.127 4.966
F 1.356 -0.952 4.801
S 1.996 -2.113 2.546
O 2.881 -3.178 2.100
O 0.599 -2.377 2.201
O 2.406 -0.729 2.155
C -3.629 -2.693 1.789
C -3.576 -2.120 0.315
O -2.548 -2.838 -0.316
O -2.381 -2.601 2.382
H -3.959 -3.718 1.616
H -4.429 -2.189 2.331
H -3.431 -1.040 0.328
H -4.498 -2.446 -0.165
H -2.783 -3.159 -1.190
H -2.398 -2.879 3.301
C -3.376 0.436 -3.787
C -4.344 0.683 -2.642
O -3.784 1.396 -1.599
O -2.372 -0.503 -3.407
H -2.892 1.380 -4.033
H -3.910 -0.006 -4.629
H -4.846 -0.232 -2.331
H -5.224 1.223 -2.990
H -2.912 1.029 -1.435
H -1.829 -0.063 -2.748
C 1.028 -5.054 -3.535
C -0.390 -4.523 -3.178
O -1.147 -4.344 -4.358
O 0.912 -6.368 -4.009
H 1.751 -4.917 -2.731
H 1.444 -4.483 -4.365
H -0.402 -3.672 -2.497
H -0.853 -5.324 -2.602
H -1.285 -5.213 -4.743
H 1.689 -6.818 -3.669
C -0.005 3.305 -1.722
C 0.624 4.667 -2.157
O 1.144 5.351 -1.093
O -0.424 2.452 -2.822
H -0.841 3.482 -1.045
H 0.648 2.739 -1.057
H -0.184 5.272 -2.566
H 1.343 4.624 -2.975
H 1.422 6.206 -1.428
H -0.791 1.682 -2.381
C 1.560 3.506 1.981
C 2.871 3.842 1.328
O 2.838 3.293 0.004
O 1.541 2.054 2.071
H 0.741 3.894 1.376
H 1.513 4.009 2.947
H 3.672 3.332 1.863
H 2.946 4.927 1.250
H 2.361 3.850 -0.617
H 0.697 1.879 2.492
C 2.357 0.018 -2.963
C 3.472 -0.713 -2.128
C 4.750 0.100 -1.989
O 4.574 1.070 -1.019
C 5.677 1.965 -0.775
N 3.001 -1.206 -0.849
H 1.425 -0.546 -3.005
H 2.817 0.300 -3.910
H 2.068 0.942 -2.462
H 3.649 -1.598 -2.740
H 4.962 0.504 -2.979
H 5.591 -0.580 -1.855
H 5.392 2.515 0.122
H 5.931 2.658 -1.577
H 6.583 1.419 -0.512
H 3.565 -2.035 -0.730
H 2.043 -1.510 -0.951
C -2.097 2.404 2.038
C -1.756 1.728 3.439
C -2.886 0.841 3.875
O -2.643 0.072 5.051
C -3.619 -0.939 5.339
N -0.600 0.828 3.240
H -2.861 3.180 2.079
H -2.307 1.668 1.261
H -1.212 2.990 1.791
H -1.521 2.479 4.194
H -3.226 0.204 3.058
H -3.790 1.427 4.043
H -3.653 -1.312 6.362
H -3.253 -1.775 4.743
H -4.617 -0.748 4.945
H -0.881 0.239 2.469
H -0.576 0.237 4.059
*
```



No. 2
# C19H52FN3O18P4S

5 unconnected molecules or ions with the total composition C19H52FN3O18P4S in a non-equilibrium geometry (ωB97M-V/def2-TZVPD, the Open Molecules 2025 dataset).

Results
- orbital gap (hartree) = 0.2845
- SMILES string = CC(C)=NN(CCCCN)S(=O)(=O)F.COP(=O)(OC)OC.COP(=O)(OC)OC.COP(=O)(OC)OC.COP(=O)(OC)OC
- electronic energy (eV) = -112581.184
- LUMO (eV) = -1.168

ORCA input file:
```
! wB97M-V def2-TZVPD RIJCOSX def2/J DEFGRID3
* xyz 0 1
C -2.449 0.736 1.073
C -2.436 0.694 2.573
C -3.653 1.215 3.272
N -1.505 0.222 3.304
N -0.332 -0.114 2.532
C 0.873 0.462 3.156
C 0.999 1.947 2.814
C 1.375 2.068 1.331
C 1.274 3.481 0.776
N 1.156 3.390 -0.686
S -0.279 -1.747 2.242
O -0.576 -1.912 0.859
O -1.112 -2.505 3.107
F 1.194 -2.212 2.435
H -3.081 1.577 0.790
H -1.472 0.879 0.626
H -2.910 -0.191 0.736
H -4.482 0.544 3.044
H -3.874 2.203 2.872
H -3.511 1.255 4.347
H 1.782 -0.008 2.788
H 0.847 0.314 4.239
H 1.865 2.298 3.379
H 0.089 2.492 3.050
H 0.639 1.474 0.781
H 2.353 1.622 1.142
H 0.378 3.969 1.162
H 2.160 4.054 1.074
H 1.846 2.738 -1.034
H 1.284 4.291 -1.124
C -1.610 -5.415 2.062
O -2.365 -6.443 1.381
P -3.875 -6.740 1.871
O -4.256 -7.990 1.197
O -4.529 -5.408 1.245
C -4.703 -5.347 -0.169
O -4.751 -6.591 3.203
C -4.601 -7.624 4.197
H -0.684 -5.257 1.516
H -2.162 -4.479 2.108
H -1.370 -5.743 3.074
H -4.683 -6.338 -0.620
H -3.915 -4.733 -0.610
H -5.667 -4.881 -0.365
H -3.555 -7.882 4.358
H -5.151 -8.511 3.886
H -5.018 -7.246 5.126
C 8.682 -0.141 2.088
O 7.441 0.568 1.908
P 6.137 0.072 2.729
O 5.010 0.798 2.121
O 6.605 0.635 4.161
C 6.552 2.044 4.381
O 5.579 -1.272 3.387
C 4.951 -2.215 2.493
H 9.457 0.421 1.575
H 8.937 -0.215 3.147
H 8.623 -1.139 1.654
H 5.887 2.536 3.672
H 7.553 2.469 4.293
H 6.186 2.208 5.392
H 5.530 -2.357 1.581
H 3.953 -1.862 2.243
H 4.876 -3.166 3.014
C -3.102 1.881 -4.397
O -3.992 0.803 -4.763
P -4.594 -0.125 -3.586
O -5.221 -1.267 -4.267
O -5.655 0.955 -3.026
C -6.828 1.201 -3.797
O -4.189 -0.558 -2.101
C -3.222 -1.628 -2.008
H -2.911 2.477 -5.285
H -3.560 2.516 -3.636
H -2.157 1.488 -4.026
H -7.027 0.388 -4.495
H -6.717 2.135 -4.350
H -7.664 1.295 -3.107
H -2.408 -1.476 -2.716
H -3.700 -2.586 -2.201
H -2.813 -1.629 -1.001
C 1.701 5.063 -6.736
O 1.116 4.370 -5.617
P 2.078 3.430 -4.657
O 1.022 2.737 -3.878
O 2.697 4.745 -3.928
C 1.820 5.558 -3.154
O 3.429 2.658 -4.167
C 3.541 1.257 -4.488
H 0.943 5.727 -7.142
H 2.562 5.655 -6.419
H 2.004 4.359 -7.511
H 0.917 5.017 -2.870
H 1.544 6.450 -3.720
H 2.358 5.861 -2.258
H 3.248 1.051 -5.516
H 2.918 0.678 -3.808
H 4.583 0.975 -4.357
*
```



No. 3
# C19H53BFO10S7

8 unconnected molecules or ions with the total composition C19H53BFO10S7 in a non-equilibrium geometry (ωB97M-V/def2-TZVPD, the Open Molecules 2025 dataset).

Results
- orbital gap (hartree) = 0.2431
- electronic energy (eV) = -120276.735
- LUMO (eV) = 1.917

ORCA input file:
```
! wB97M-V def2-TZVPD RIJCOSX def2/J DEFGRID3
* xyz -1 1
O 1.159 2.291 1.951
C 0.007 1.470 1.811
C -0.789 1.370 3.098
C -2.163 0.746 2.794
C -3.100 1.761 2.160
C -4.605 1.595 2.350
O -5.114 2.559 1.422
B -4.041 2.795 0.436
F -4.450 2.735 -0.923
O -3.032 1.739 0.769
H 0.928 3.076 2.469
H -0.634 1.826 1.011
H 0.300 0.462 1.542
H -0.889 2.338 3.578
H -0.236 0.717 3.770
H -2.554 0.334 3.719
H -1.970 -0.041 2.075
H -2.861 2.763 2.540
H -4.909 0.634 1.930
H -5.028 1.769 3.336
H -3.466 3.891 0.580
C 4.060 -2.165 2.113
S 2.476 -1.806 2.876
O 1.474 -1.657 1.786
C 2.919 -0.147 3.408
H 3.996 -3.151 1.662
H 4.272 -1.420 1.345
H 4.840 -2.155 2.877
H 3.211 0.451 2.545
H 3.737 -0.210 4.127
H 2.048 0.305 3.876
C 0.223 -4.840 -0.353
S 1.153 -4.957 1.169
O 2.577 -4.640 0.853
C 1.070 -6.748 1.348
H 0.181 -3.789 -0.623
H 0.713 -5.409 -1.146
H -0.784 -5.208 -0.188
H 1.517 -7.226 0.476
H 0.029 -7.049 1.457
H 1.626 -7.022 2.243
C -2.571 -2.374 -3.234
S -3.465 -3.321 -2.004
O -2.459 -4.073 -1.199
C -4.215 -4.493 -3.143
H -2.005 -1.609 -2.712
H -1.888 -3.015 -3.791
H -3.285 -1.901 -3.907
H -3.434 -5.019 -3.693
H -4.872 -3.958 -3.827
H -4.796 -5.203 -2.558
C -5.236 0.486 -3.022
S -5.744 -1.228 -3.140
O -5.108 -1.803 -4.363
C -7.459 -0.881 -3.560
H -4.173 0.510 -2.799
H -5.429 0.988 -3.971
H -5.774 0.977 -2.211
H -7.498 -0.285 -4.472
H -7.930 -0.348 -2.735
H -7.966 -1.831 -3.720
C 8.088 -2.583 1.683
S 8.745 -1.131 2.517
O 7.593 -0.398 3.098
C 9.222 -0.264 1.015
H 7.687 -3.257 2.437
H 7.292 -2.290 0.998
H 8.892 -3.082 1.141
H 8.347 -0.125 0.381
H 9.986 -0.840 0.492
H 9.626 0.704 1.302
C 3.319 7.118 3.037
S 2.143 6.205 2.023
O 2.301 4.771 2.362
C 3.004 6.465 0.466
H 2.992 7.044 4.072
H 4.311 6.680 2.931
H 3.327 8.164 2.730
H 4.018 6.070 0.538
H 3.023 7.531 0.236
H 2.456 5.933 -0.307
C -1.326 1.674 -2.996
S -2.033 0.881 -4.445
O -1.091 -0.195 -4.863
C -1.771 2.263 -5.565
H -1.352 0.962 -2.174
H -0.294 1.959 -3.204
H -1.921 2.548 -2.736
H -0.709 2.508 -5.598
H -2.351 3.119 -5.222
H -2.111 1.962 -6.553
*
```



No. 4
# C19H53BeN4O9

A molecular structure, C19H53BeN4O9 in a non-equilibrium geometry (ωB97M-V/def2-TZVPD, the Open Molecules 2025 dataset).

Results
- orbital gap (hartree) = 0.2006
- electronic energy (eV) = -45340.782
- energy above the lowest of the compared OMol25 structures with the same formula, charge and spin (eV) = 2.830
- LUMO (eV) = -5.564

ORCA input file:
```
! wB97M-V def2-TZVPD RIJCOSX def2/J DEFGRID3
* xyz 1 1
Be 1.279 0.608 -2.290
O -0.483 -1.034 1.236
C 0.052 -0.606 0.121
O -0.374 0.459 -0.327
O 1.120 -1.101 -0.311
H -0.989 -0.268 1.515
C -3.539 0.029 3.475
C -3.125 0.404 2.030
C -4.173 1.250 1.261
O -4.490 2.368 2.028
C -5.359 3.340 1.418
N -1.931 1.267 2.193
H -4.349 -0.700 3.440
H -3.854 0.907 4.039
H -2.751 -0.496 4.016
H -2.832 -0.506 1.506
H -5.142 0.808 1.028
H -3.825 1.675 0.320
H -5.529 4.149 2.128
H -6.355 2.907 1.334
H -4.968 3.589 0.431
H -2.347 2.178 2.323
H -1.489 1.336 1.287
C 3.364 1.340 0.995
C 2.657 2.600 0.401
C 3.448 3.884 0.699
O 2.698 5.034 0.480
C 3.267 6.211 1.013
N 2.665 2.381 -1.027
H 2.804 0.434 0.764
H 3.278 1.416 2.079
H 4.407 1.266 0.691
H 1.712 2.692 0.936
H 4.358 3.881 0.099
H 3.689 3.763 1.755
H 4.097 6.694 0.497
H 3.560 6.072 2.054
H 2.520 7.005 1.015
H 2.462 3.299 -1.396
H 3.628 2.212 -1.281
C -2.349 -4.757 1.627
C -2.170 -4.288 0.131
C -3.184 -3.174 -0.189
O -2.825 -2.452 -1.394
C -3.771 -1.368 -1.621
N -0.839 -3.787 0.112
H -1.693 -5.602 1.835
H -3.364 -5.061 1.883
H -2.081 -3.993 2.356
H -2.350 -5.131 -0.536
H -3.175 -2.470 0.643
H -4.204 -3.548 -0.278
H -4.796 -1.583 -1.921
H -3.386 -0.803 -2.470
H -3.715 -0.724 -0.743
H -0.882 -3.119 -0.645
H -0.660 -3.174 0.894
C 2.907 0.564 -6.634
C 2.262 0.202 -5.343
C 2.692 -1.186 -4.823
O 1.962 -1.465 -3.612
C 2.034 -2.801 -3.129
N 2.583 1.223 -4.372
H 2.588 -0.086 -7.448
H 3.995 0.626 -6.607
H 2.521 1.540 -6.928
H 1.180 0.270 -5.454
H 3.750 -1.084 -4.585
H 2.506 -1.970 -5.558
H 3.008 -3.114 -2.751
H 1.742 -3.477 -3.933
H 1.274 -2.979 -2.369
H 2.338 2.064 -4.875
H 3.587 1.316 -4.426
C 1.989 -3.751 2.557
O 2.062 -2.346 2.440
H 2.271 -4.083 3.556
H 0.961 -4.053 2.359
H 2.696 -4.224 1.875
H 1.632 -2.083 1.623
C 0.573 0.284 4.195
O -0.232 1.425 4.428
H 0.873 -0.165 5.142
H -0.010 -0.442 3.629
H 1.441 0.640 3.640
H -0.903 1.442 3.742
*
```



No. 5
# C19H53N5O13P2

8 unconnected molecules or ions with the total composition C19H53N5O13P2 in a non-equilibrium geometry (ωB97M-V/def2-TZVPD, the Open Molecules 2025 dataset).

Results
- orbital gap (hartree) = 0.3412
- SMILES string = COP(=O)(OC)OC.COP(=O)(OC)OC.CN(C)C=O.CN(C)C=O.CN(C)C=O.CN(C)C=O.CO.N
- electronic energy (eV) = -73210.876
- LUMO (eV) = 0.453

ORCA input file:
```
! wB97M-V def2-TZVPD RIJCOSX def2/J DEFGRID3
* xyz 0 1
C -2.726 1.644 -4.766
O -2.183 0.490 -4.046
P -0.609 0.322 -4.208
O 0.189 1.512 -3.847
O -0.395 -0.083 -5.762
C 1.004 -0.217 -6.044
O -0.355 -0.944 -3.267
C -1.055 -2.184 -3.496
H -1.880 2.290 -5.180
H -3.218 2.186 -3.960
H -3.391 1.386 -5.626
H 1.417 0.715 -6.238
H 1.150 -0.729 -6.936
H 1.445 -0.818 -5.301
H -0.672 -2.606 -4.477
H -2.074 -1.977 -3.488
H -0.785 -2.840 -2.635
C -0.676 -5.590 1.833
O -0.590 -4.402 2.577
P 0.569 -4.004 3.475
O 1.877 -4.208 2.846
O 0.432 -4.957 4.756
C 1.620 -5.628 5.337
O -0.017 -2.661 3.996
C 0.610 -1.757 4.950
H -0.759 -6.450 2.482
H 0.201 -5.685 1.159
H -1.568 -5.582 1.212
H 1.965 -5.108 6.259
H 2.481 -5.565 4.618
H 1.318 -6.590 5.570
H 0.604 -2.193 5.973
H 0.067 -0.872 4.828
H 1.668 -1.587 4.610
C 3.586 1.504 1.027
N 4.222 0.617 0.116
C 5.582 0.075 0.239
C 3.581 0.411 -1.040
O 3.995 -0.189 -2.023
H 3.032 0.907 1.822
H 2.734 2.081 0.612
H 4.242 2.307 1.450
H 5.844 -0.359 -0.718
H 6.232 0.965 0.474
H 5.699 -0.651 1.070
H 2.534 0.737 -1.029
C 2.889 3.131 -4.427
N 2.703 4.440 -3.683
C 2.096 4.332 -2.334
C 3.427 5.506 -3.980
O 3.515 6.534 -3.330
H 3.102 3.412 -5.450
H 1.916 2.587 -4.439
H 3.590 2.461 -4.008
H 2.688 3.597 -1.711
H 1.988 5.274 -1.804
H 1.080 4.016 -2.405
H 3.873 5.503 -5.028
C -2.350 4.279 3.362
N -3.400 3.421 2.768
C -4.455 2.997 3.612
C -3.246 2.995 1.474
O -4.075 2.321 0.891
H -1.354 3.897 3.161
H -2.417 4.247 4.432
H -2.509 5.362 3.096
H -4.163 2.451 4.502
H -4.869 3.942 3.951
H -5.129 2.418 2.989
H -2.359 3.508 0.998
C -4.138 -1.592 1.574
N -3.354 -1.607 0.427
C -3.771 -0.772 -0.687
C -2.350 -2.412 0.290
O -1.617 -2.331 -0.689
H -3.729 -0.901 2.332
H -4.186 -2.561 2.067
H -5.188 -1.365 1.400
H -3.267 -1.191 -1.588
H -4.831 -0.750 -0.665
H -3.491 0.315 -0.425
H -2.084 -3.038 1.128
C -0.674 0.433 1.820
O 0.620 0.122 2.408
H -1.273 -0.450 2.011
H -1.025 1.229 2.419
H -0.584 0.670 0.807
H 0.989 -0.540 1.789
N 1.063 -2.207 0.584
H 0.186 -2.435 0.013
H 1.850 -1.956 -0.022
H 1.367 -3.002 1.168
*
```